[1]
{"formula": "C34H40ClIrN7O", "method": "ωB97M-V/def2-TZVPD", "multiplicity": 2, "e_above_lowest_kcal_mol": 0.0, "gap_ev": [6.6, 6.0], "charge": 4, "symbols": ["Ir", "C", "N", "C", "C", "C", "C", "C", "C", "N", "C", "C", "C", "C", "C", "C", "N", "C", "C", "C", "C", "C", "N", "H", "H", "H", "H", "H", "H", "H", "H", "H", "H", "H", "H", "H", "H", "H", "H", "H", "H", "C", "C", "C", "C", "C", "O", "C", "C", "C", "C", "C", "C", "Cl", "C", "C", "C", "N", "C", "N", "C", "N", "H", "H", "H", "H", "H", "H", "H", "H", "H", "H", "H", "H", "H", "H", "H", "H", "H", "H", "H", "H", "H", "H"], "coordinates": [[0.03079, 0.04947, 0.31713], [-1.13434, -1.52984, 2.42372], [-0.01900, -0.53090, 2.28926], [-0.19410, 0.66393, 3.16252], [-0.97772, 1.68254, 2.40994], [-1.73631, 2.67184, 3.00195], [-2.35887, 3.61902, 2.20125], [-2.21279, 3.54435, 0.82183], [-1.45541, 2.52961, 0.28098], [-0.84188, 1.62658, 1.06460], [1.32437, -1.14524, 2.54971], [2.38158, -0.25296, 1.94330], [3.62614, -0.08282, 2.50370], [4.56817, 0.69510, 1.83510], [4.22901, 1.27501, 0.62286], [2.95803, 1.08180, 0.12127], [2.04265, 0.33855, 0.76523], [-2.25629, -1.24326, 1.45472], [-3.55494, -1.63185, 1.70702], [-4.52335, -1.43573, 0.72948], [-4.16211, -0.84282, -0.47155], [-2.85110, -0.45600, -0.65634], [-1.90969, -0.66174, 0.28065], [-1.49960, -1.56500, 3.45016], [-0.72092, -2.51368, 2.19325], [0.79410, 1.08040, 3.37556], [-0.64231, 0.39325, 4.11880], [-1.83595, 2.69901, 4.07916], [-2.95692, 4.40289, 2.64822], [-2.69073, 4.25950, 0.16760], [-1.33035, 2.41082, -0.78564], [1.34236, -2.11962, 2.05574], [1.49066, -1.30736, 3.61586], [3.86704, -0.55992, 3.44471], [5.55268, 0.84271, 2.26017], [4.93779, 1.87684, 0.07216], [2.65302, 1.51660, -0.81930], [-3.80677, -2.09586, 2.65182], [-5.54678, -1.73982, 0.90762], [-4.88706, -0.67357, -1.25530], [-2.52993, 0.02818, -1.56818], [2.68127, -0.94247, -5.44566], [2.97425, 0.29714, -6.27612], [2.38734, 0.14756, -7.67938], [4.48611, 0.54587, -6.26375], [2.30039, 1.59060, -5.55478], [3.00749, 1.84733, -4.34934], [2.41155, 2.72340, -6.60702], [2.37846, 4.20260, -6.13546], [1.12618, 4.97966, -6.32961], [0.60155, 5.81291, -5.30450], [-0.41313, 6.68380, -5.56252], [-0.96153, 6.74481, -6.87789], [-2.15501, 7.85110, -7.21738], [-0.48233, 5.88742, -7.90702], [0.53336, 5.02833, -7.62757], [0.82324, 1.47372, -5.12814], [0.54794, 0.78152, -3.84527], [0.57776, 1.26278, -2.61321], [0.17550, 0.30926, -1.75786], [-0.14318, -0.74393, -2.58444], [0.06484, -0.47662, -3.83526], [3.32742, -1.75432, -5.79066], [1.66343, -1.28785, -5.57255], [2.91751, -0.78715, -4.39176], [2.65975, -0.83669, -8.06749], [2.77388, 0.86863, -8.39477], [1.29534, 0.16998, -7.67894], [4.96104, -0.18217, -6.92517], [4.91769, 0.37330, -5.27701], [4.80487, 1.51697, -6.63970], [3.93838, 1.98408, -4.55316], [1.64649, 2.56322, -7.36572], [3.36042, 2.58846, -7.10509], [3.08042, 4.72827, -6.80092], [2.78252, 4.32107, -5.12997], [1.05884, 5.79315, -4.32373], [-0.79710, 7.35572, -4.80672], [-0.91221, 5.96130, -8.89725], [0.93678, 4.40993, -8.41920], [0.19731, 1.00059, -5.87968], [0.46554, 2.49780, -4.99186], [0.91911, 2.25259, -2.35816], [-0.51394, -1.69751, -2.24087]]}

***

[2]
{"formula": "C2H5N3OS2", "method": "ωB97M-V/def2-TZVPD", "e_above_lowest_kcal_mol": 95.9, "gap_ev": 8.0, "charge": 0, "symbols": ["C", "C", "H", "H", "H", "H", "H", "N", "N", "N", "O", "S", "S"], "coordinates": [[-0.65672, -0.18966, 0.08825], [0.55647, -1.00456, -0.00945], [-3.68359, -0.36474, -0.83410], [-3.38789, -0.56212, 1.15208], [-1.49046, 1.55196, 0.62553], [1.38251, 2.11841, 0.73352], [-0.81271, -2.25184, -0.26972], [-2.90751, 0.04531, 0.05492], [-1.69066, -0.89378, 0.01745], [-0.62402, 1.10638, 0.30885], [0.21440, -2.25982, -0.38551], [0.56686, 2.10790, -0.29213], [2.14775, -0.67372, 0.20059]]}

***

[3]
{"formula": "C21H34N4O6P", "method": "ωB97M-V/def2-TZVPD", "gap_ev": 7.4, "charge": 1, "symbols": ["C", "C", "C", "C", "C", "C", "C", "C", "C", "P", "N", "O", "O", "C", "C", "C", "C", "C", "C", "O", "N", "N", "C", "O", "C", "O", "H", "H", "H", "H", "H", "H", "H", "H", "H", "H", "H", "H", "H", "H", "H", "H", "H", "H", "H", "H", "H", "H", "C", "C", "C", "O", "C", "N", "H", "H", "H", "H", "H", "H", "H", "H", "H", "H", "H", "H"], "coordinates": [[4.57988, -2.52862, 0.28429], [3.34035, -3.12897, -0.44031], [2.59163, -4.23212, 0.35756], [2.31268, -3.90264, 1.85494], [0.87001, -3.40046, 2.13456], [0.67436, -1.86642, 1.80684], [-0.24222, -1.59898, 0.61163], [-1.46175, -2.29318, 0.58612], [-2.40738, -2.14568, -0.45286], [-3.99826, -3.05050, -0.44864], [-3.68567, -4.49778, 0.01726], [-4.71910, -3.10287, -1.90085], [-4.98770, -2.30982, 0.63606], [-2.07261, -1.26117, -1.46709], [-0.82691, -0.54237, -1.45020], [0.09652, -0.67849, -0.42851], [1.38375, 0.15732, -0.45911], [1.59016, 0.96034, 0.87088], [-0.82550, 0.32524, -2.72195], [-0.35092, 1.38946, -2.95928], [-1.66525, -0.47126, -3.63270], [-0.99290, -1.76732, -3.69308], [-0.80631, -2.09248, -4.88282], [-0.71156, -2.55752, -5.94388], [-2.80726, -0.82476, -2.75709], [-3.95435, -0.71637, -3.02732], [5.03846, -3.28134, 0.94380], [4.20875, -1.71868, 0.94749], [5.29991, -2.09714, -0.42509], [3.71745, -3.58232, -1.37938], [2.60159, -2.37173, -0.75136], [3.07875, -5.21418, 0.23546], [1.59772, -4.34188, -0.12581], [3.00584, -3.17027, 2.30359], [2.46272, -4.84385, 2.41882], [0.13956, -4.04888, 1.62398], [0.69160, -3.53746, 3.21820], [1.67773, -1.43337, 1.71443], [0.16879, -1.44492, 2.69807], [-1.67429, -2.99246, 1.40225], [-3.97568, -5.17757, -0.67976], [-5.34686, -2.35636, -1.92611], [-4.56064, -2.50333, 1.48710], [1.22709, 0.92039, -1.24485], [2.26562, -0.42181, -0.76649], [1.88028, 2.00531, 0.66201], [0.65611, 0.97651, 1.46547], [2.35537, 0.44314, 1.46832], [-1.11020, 5.82182, -0.74775], [-1.49604, 5.15692, 0.56533], [-0.76158, 5.71948, 1.78308], [0.57429, 5.24657, 1.80383], [1.54503, 6.14526, 1.24943], [-1.12877, 3.70136, 0.48160], [-0.09892, 5.55952, -1.06269], [-1.78701, 5.51382, -1.54752], [-1.17243, 6.90539, -0.66148], [-2.57604, 5.21335, 0.70496], [-1.23544, 5.32725, 2.68848], [-0.82376, 6.80725, 1.83382], [1.23595, 7.18741, 1.32944], [1.73318, 5.88887, 0.20554], [2.47357, 6.01080, 1.80113], [-1.37278, 3.26785, -0.41138], [-1.55447, 3.16072, 1.23795], [-0.10977, 3.62905, 0.62366]]}